[1]
Density functional theory data (wB97M-V/def2-TZVPD) for a cluster of 2 separate species, C22H30Br2ClF3N2O3 in total in a non-equilibrium geometry.

Geometry as XYZ:
```
63
C22H30Br2ClF3N2O3 (wB97M-V/def2-TZVPD)
H -2.421 2.787 5.950
C 0.909 -0.962 -3.995
C -1.552 2.591 5.323
C -0.309 3.451 3.281
Cl -0.244 -3.456 0.578
H -1.231 -0.438 2.213
F 1.669 0.954 -2.955
C 1.250 -0.289 -2.627
H -1.197 1.008 -0.531
Br 2.758 -1.246 -1.813
H 0.678 -5.000 -6.267
C 0.743 -0.130 1.285
H -1.657 1.600 4.894
N -0.353 2.567 6.141
H -2.333 -5.172 -8.639
O 2.939 3.382 -0.822
H 0.636 -2.336 2.480
C -0.579 -0.876 1.461
H 1.130 0.160 2.260
H -1.151 -0.960 0.544
F -0.182 -0.392 -4.512
H 0.128 4.398 2.981
H 1.446 -0.828 0.834
C -0.158 0.984 -0.862
H -1.412 3.251 1.446
H 0.215 0.495 5.811
H -1.066 -2.630 2.629
H -0.852 -0.387 -2.331
C 0.415 1.439 6.286
H -0.946 -4.775 -9.661
C 0.032 -0.283 -1.705
C 0.710 1.107 0.392
H -0.034 1.841 -1.516
N -1.516 -7.241 -6.295
C 0.545 2.386 1.187
C -0.682 2.673 2.012
H -2.094 -3.519 -9.196
H 2.229 1.040 7.461
C 2.079 2.777 -0.312
C -0.829 -6.390 -6.645
F 1.929 -0.773 -4.837
H 0.446 2.850 3.787
C -1.501 3.637 4.223
H -0.040 -3.301 -7.840
H 1.983 3.607 8.189
C -0.747 -4.099 -7.608
Br 0.613 -2.891 -3.858
H -1.512 4.643 4.633
C 0.200 3.570 6.889
C 0.042 -5.309 -7.099
O 2.047 1.441 -0.133
H 0.704 -5.680 -7.883
H 1.395 2.343 1.876
C -0.300 -2.316 1.930
H -1.399 -3.725 -6.816
H -0.210 4.562 6.939
C -1.578 -4.413 -8.848
H -1.184 1.753 2.299
H 0.082 -1.181 -1.105
O 0.940 3.350 0.201
C 1.467 1.723 7.138
H -2.419 3.547 3.639
C 1.329 3.079 7.521
```

## Properties
Kohn-Sham gap: 8.8 eV
LUMO level: 0.231 eV
HOMO level: -8.557 eV
multiplicity: 1
net charge: 0

***

[2]
Density functional theory data (wB97M-V/def2-TZVPD) for a structure of composition C10H16NS5ScSe in a non-equilibrium geometry.

Geometry as XYZ:
```
34
C10H16NS5ScSe (wB97M-V/def2-TZVPD)
H -0.199 3.290 -2.186
C -0.694 3.577 -1.258
Sc -0.115 0.146 0.860
C -2.092 2.994 -1.148
Se -0.211 1.302 3.416
H 4.204 0.167 -0.984
S 2.604 0.730 0.705
H 3.022 2.925 1.357
C -0.298 0.352 -2.793
S -2.376 -2.617 1.853
H 2.008 2.836 -1.541
H -2.681 3.212 -2.040
N 0.911 -1.189 2.436
C -1.624 -1.481 1.163
S 0.621 -0.749 -1.638
H 2.245 4.281 -0.531
H -0.753 4.668 -1.220
S 0.319 3.020 0.172
S -2.189 1.188 -0.852
H 4.015 2.523 -0.064
H -0.183 -0.069 -3.793
C -1.777 0.458 -2.477
C 0.534 -0.256 3.040
C 2.332 -0.169 -1.982
H 2.257 0.837 -2.395
H 2.759 -0.836 -2.735
H -2.241 -0.529 -2.461
H 0.180 1.330 -2.754
H -2.270 1.064 -3.239
H -2.597 3.416 -0.278
C 3.208 -0.203 -0.744
H 3.284 -1.224 -0.365
C 2.013 3.214 -0.518
C 3.012 2.484 0.359
```

## Properties
⟨S²⟩: 0.755
Kohn-Sham gap (spin up / spin down): 5.8 / 8.3 eV
LUMO level (spin up / spin down): -3.398 / -3.343 eV
energy relative to the best compared isomer or geometry (same formula, charge and spin): 0.357 eV
HOMO level (spin up / spin down): -9.201 / -11.663 eV
multiplicity: 2
net charge: +1

***

[3]
Density functional theory data (wB97M-V/def2-TZVPD) for a structure of composition C28H53AlN3O6S in a non-equilibrium geometry.

Geometry as XYZ:
```
92
C28H53AlN3O6S (wB97M-V/def2-TZVPD)
S 3.675 -1.150 -1.012
H -0.487 2.402 9.085
C -1.680 3.648 7.792
H 1.006 -5.751 -3.043
H 0.245 3.902 6.814
H -2.404 1.909 3.641
H -3.008 1.609 0.645
C 1.345 -0.542 0.207
H 6.254 1.407 -4.069
C -4.942 2.627 -1.651
O -3.557 2.963 -1.574
H 1.501 -5.210 -5.373
H 2.458 -3.806 -4.881
H -4.037 1.873 -4.146
H 0.770 -3.968 -1.459
H 0.610 2.405 0.377
H 1.942 -1.195 0.860
H -1.478 4.529 8.401
H -8.850 0.726 1.663
H 1.630 -0.332 -1.956
O 5.043 0.561 -2.551
H -5.035 1.541 -1.536
O 9.554 -3.855 -5.439
C -5.424 3.080 -3.022
H 0.540 -1.177 -0.190
H -8.638 -1.410 2.830
N 5.038 -1.464 -3.382
N 5.773 -0.625 -4.195
H -2.129 2.825 -3.059
H 8.354 -1.910 -3.057
H -8.847 1.256 3.350
H -2.181 0.969 6.996
H 2.412 0.971 -1.003
H 0.360 -2.719 -5.278
H 11.569 -3.726 -4.998
H -2.913 4.407 -2.883
H -1.540 -0.069 2.149
H -0.555 0.548 7.567
H -0.568 -4.128 -4.723
C 8.789 -2.830 -3.444
C -0.762 3.536 6.583
H 2.075 -3.028 -2.204
H -1.138 4.081 5.716
C -6.913 1.402 2.332
C 1.585 -4.414 -4.632
H 7.532 -3.563 -5.073
H 10.747 -3.071 -2.465
C 0.342 -3.539 -4.557
C -3.064 1.829 2.765
H 8.408 -3.663 -2.850
Al 0.448 1.016 1.176
C 8.482 -3.053 -4.915
C -4.163 2.920 -3.860
H 8.465 -2.107 -5.464
H -6.967 -1.284 1.079
H -5.925 -1.589 2.483
H -5.480 3.109 -0.833
C -8.262 0.745 2.585
O -6.041 0.376 1.855
H -6.966 2.204 1.594
H -3.747 0.992 2.928
C -1.412 2.330 8.506
H -7.536 -0.695 4.013
C 4.636 -0.721 -2.427
H 10.694 -1.871 -3.762
C 10.619 -3.900 -4.488
H -5.718 4.133 -2.989
C -1.222 1.378 7.334
H -6.273 2.501 -3.388
C -2.270 1.734 1.453
C -3.080 3.324 -2.870
H -4.157 3.524 -4.768
O -0.669 2.148 6.267
C -6.653 -0.899 2.056
C 1.727 1.639 4.096
C -7.850 -0.669 2.967
H -2.723 3.689 7.468
H -3.636 2.769 2.728
H -6.487 1.808 3.256
H 2.698 -5.250 -2.926
C 1.388 1.315 2.967
C 1.240 -3.703 -2.407
C 5.774 0.520 -3.699
C 2.161 -0.090 -1.034
H -1.758 2.691 1.297
C 1.697 -4.918 -3.199
H 10.640 -4.903 -4.047
N -1.371 0.579 1.390
C 10.312 -2.843 -3.438
H 1.892 2.175 4.998
O 0.294 -3.008 -3.234
H -2.212 2.023 9.180
```

## Properties
Kohn-Sham gap: 6.7 eV
LUMO level: 2.487 eV
HOMO level: -4.199 eV
multiplicity: 1
net charge: -1